a.
{
  "formula": "C5H14",
  "method": "ωB97M-V/def2-TZVPD",
  "elements": ["C", "C", "C", "H", "H", "H", "H", "H", "H", "H", "H", "C", "C", "H", "H", "H", "H", "H", "H"],
  "coordinates": [[0.79140, 1.14687, -0.22927], [1.17205, 2.58050, 0.15819], [-0.07198, 1.09308, -1.50043], [0.23547, 0.78017, 0.63427], [1.65136, 0.48909, -0.35761], [0.38543, 3.00829, 0.69928], [2.03615, 2.53946, 0.82498], [-1.05934, 1.49689, -1.27757], [-0.05995, 0.12224, -1.96674], [1.51345, 3.22430, -0.65305], [0.37235, 1.79793, -2.21058], [-0.51068, -2.12926, 0.05162], [-1.19676, -2.36491, 1.40446], [-0.94017, -1.27721, -0.46124], [0.54964, -1.97657, 0.22161], [-0.73060, -3.00114, -0.56035], [-1.32215, -1.47482, 2.01162], [-2.13686, -2.90830, 1.26280], [-0.67880, -3.14660, 1.94800]],
  "smiles": "CCC.CC",
  "e_homo_ev": -11.400,
  "multiplicity": 1,
  "total_charge": 0
}

***

b.
{
  "formula": "C5H14",
  "method": "ωB97M-V/def2-TZVPD",
  "elements": ["C", "C", "C", "H", "H", "H", "H", "H", "H", "H", "H", "C", "C", "H", "H", "H", "H", "H", "H"],
  "coordinates": [[0.61826, -1.19804, 0.54448], [1.93886, -0.90768, 1.26813], [0.82353, -2.21890, -0.57529], [-0.13574, -1.31074, 1.33626], [0.18770, -0.32829, 0.11319], [2.22068, 0.13266, 1.43571], [0.22960, -3.14764, -0.57953], [2.83466, -1.45756, 0.93666], [1.84544, -1.33998, 2.27386], [0.45475, -1.91357, -1.56926], [1.85923, -2.56148, -0.52012], [-0.94870, 2.09611, -0.96133], [-2.31337, 2.11883, -0.25947], [-0.53931, 1.10291, -0.79574], [-0.97440, 2.07870, -2.07072], [-0.37080, 2.81610, -0.37335], [-3.01579, 2.90108, -0.55139], [-2.22647, 2.23537, 0.83882], [-2.96977, 1.25840, -0.47907]],
  "smiles": "CCC.CC",
  "e_homo_ev": -10.697,
  "multiplicity": 1,
  "total_charge": 0
}

***

c.
{
  "formula": "C5H14",
  "method": "ωB97M-V/def2-TZVPD",
  "elements": ["C", "C", "H", "H", "H", "H", "H", "H", "C", "C", "C", "H", "H", "H", "H", "H", "H", "H", "H"],
  "coordinates": [[-1.05962, 0.28852, -2.40615], [0.36995, 0.80831, -2.60937], [-1.03484, -0.70186, -1.93324], [-1.64704, 0.97682, -1.80351], [-1.47785, 0.11645, -3.39237], [0.93046, 0.87033, -1.67932], [0.86217, 0.18459, -3.35650], [0.34265, 1.79786, -3.08575], [0.28903, -0.07518, 1.30197], [1.22579, 0.14916, 2.48007], [-0.71842, -1.18068, 1.57611], [-0.24948, 0.85567, 1.11084], [0.82137, -0.24855, 0.36859], [1.59136, -0.80285, 2.86895], [-1.36826, -1.39555, 0.72387], [-0.27023, -2.10295, 1.94183], [0.68329, 0.60409, 3.30695], [2.09975, 0.72983, 2.20138], [-1.39008, -0.87402, 2.38565]],
  "smiles": "CCC.CC",
  "e_homo_ev": -11.349,
  "multiplicity": 1,
  "total_charge": 0
}

***

Most stable structure among those shown: c.